15
Properties=species:S:1:pos:R:3 method="wB97M-V/def2-TZVPD" charge=0 lumo_ev=0.95 spin_multiplicity=1
C 0.29024 -1.72909 -1.12508
C 0.11485 -0.22085 -1.16134
C 0.47222 1.92409 1.15076
N -0.24749 0.87838 1.57952
C -1.01282 0.04777 0.89576
O -1.06786 0.20754 -0.45189
H 1.07825 -2.04173 -1.81924
H 0.57381 -2.07924 -0.12656
H -0.64463 -2.21595 -1.41752
H -0.06830 0.13136 -2.17897
H 1.02218 0.28089 -0.79202
H 0.27633 2.29169 0.15404
H 0.97873 2.51006 1.89796
H -0.15238 0.63761 2.56005
H -1.52151 -0.76095 1.40473

***

37
Properties=species:S:1:pos:R:3 method="wB97M-V/def2-TZVPD" charge=+1 lumo_ev=-4.95 spin_multiplicity=1
Ir -0.63666 1.69913 -1.58873
I -1.49245 -3.30735 -2.74866
C -1.40768 -2.29609 -0.94542
C -1.54938 -2.98786 0.27698
C -1.45778 -2.35654 1.49041
I -1.66048 -3.47017 3.23590
C -1.21531 -0.95983 1.53927
C -1.09848 -0.16051 2.69575
C -0.86586 1.18782 2.59206
C -0.72459 1.77669 1.33161
N -0.81337 1.04055 0.24031
C -1.07791 -0.30203 0.30523
C -1.17871 -0.94266 -0.94262
O -1.01910 -0.18458 -2.02764
H -1.73202 -4.05337 0.24229
H -1.20230 -0.62146 3.66937
H -0.79233 1.81351 3.46911
H -0.54488 2.83640 1.20163
F -2.32924 4.50765 -2.82719
B -2.09448 4.02854 -1.61028
F -2.51815 2.56606 -1.55903
F -2.51421 4.65741 -0.51935
F -0.56665 3.78261 -1.48312
N 1.37227 1.22494 -1.69525
C 1.86157 0.08814 -0.91057
C 1.85160 -1.17783 -1.46571
C 2.25390 -2.25053 -0.68328
C 2.65621 -2.04855 0.62911
C 2.67902 -0.76667 1.16346
C 2.28291 0.31313 0.38968
H 1.61107 1.06432 -2.67482
H 1.89099 2.05727 -1.41600
H 1.50763 -1.33460 -2.48084
H 2.24383 -3.24726 -1.10348
H 2.96429 -2.89027 1.23427
H 3.01315 -0.60458 2.17927
H 2.30359 1.31858 0.79627

***

19
Properties=species:S:1:pos:R:3 method="wB97M-V/def2-TZVPD" charge=-1 lumo_ev=2.87 spin_multiplicity=1
C 0.31726 -0.59065 -1.23911
O -0.24628 -1.76414 -1.78066
B 0.59991 -2.56099 -2.60709
O -0.16423 -3.16526 -3.63468
N 1.94979 -2.79626 -2.30379
Br 2.95560 -2.23935 -3.81429
H 0.96159 -0.81190 -0.38346
H 0.92990 -0.05408 -1.97043
H -0.49764 0.06145 -0.91471
H -0.86120 -2.57560 -3.92795
C -0.85873 2.15286 3.35300
C -0.81018 1.89066 1.85776
O 0.39492 1.27604 1.44427
H -0.01642 2.77565 3.65659
H -1.78642 2.65708 3.63079
H -0.80579 1.21463 3.91045
H -0.85832 2.82988 1.30544
H -1.67401 1.28702 1.55485
H 0.47024 0.41296 1.86304

***

19
Properties=species:S:1:pos:R:3 method="wB97M-V/def2-TZVPD" smiles="NC(=O)O.O.O.O.O" charge=0 lumo_ev=0.22 spin_multiplicity=1
N 1.90213 0.25216 0.09932
C 1.83510 -0.55533 1.20166
O 0.79190 -1.41646 1.17991
O 2.63951 -0.57543 2.09121
H 2.34144 1.15359 0.11623
H 1.16850 0.24962 -0.59611
H 0.19759 -1.21844 0.44380
H 1.61768 5.10155 -1.02070
H 2.55283 3.91166 -1.27463
O 1.98062 4.31451 -0.60606
H -2.44455 -1.18170 -0.21383
H -1.87213 -1.02607 1.24787
O -1.80381 -0.72520 0.33822
H -0.60361 1.92533 -1.05753
H -1.16361 0.51526 -0.96030
O -0.75002 1.13398 -1.59706
H -2.79534 -4.18006 0.94232
H -2.75279 -4.13776 -0.54953
O -2.84143 -3.54122 0.21519